1.
An isolated molecule of C3H2FN, computed with ωB97M-V with the def2-TZVPD basis set.

Summary:
E_LUMO = 0.48 eV
Gap between HOMO and LUMO = 11.03 eV
Energy relative to the best compared isomer or geometry (same formula, charge and spin) = 0.000 eV

Each atom is followed by the atoms it is bonded to, with distances in Å.
CARTESIAN COORDINATES (ANGSTROEM)
1 N 0.566 1.241 -2.152  C2 1.155
2 C 0.120 0.621 -1.286  N1 1.155, C3 1.429
3 C -0.422 -0.165 -0.223  C2 1.429, C4 1.331, H6 1.103
4 C 0.220 -0.252 0.939  C3 1.331, F5 1.329, H7 1.079
5 F -0.272 -0.970 1.944  C4 1.329
6 H -1.374 -0.697 -0.390  C3 1.103
7 H 1.161 0.223 1.169  C4 1.079

***

2.
An isolated molecule of C3H2FNO, computed with ωB97M-V with the def2-TZVPD basis set.

Summary:
E_LUMO = -1.15 eV
Gap between HOMO and LUMO = 10.49 eV
Energy relative to the best compared isomer or geometry (same formula, charge and spin) = 0.867 eV

Each atom is followed by the atoms it is bonded to, with distances in Å.
CARTESIAN COORDINATES (ANGSTROEM)
1 N 2.004 -1.128 0.019  C2 1.151
2 C 1.049 -0.486 -0.004  N1 1.151, C3 1.452
3 C 0.126 0.632 0.071  C2 1.452, O4 1.250, C5 1.513
4 O 0.516 1.811 -0.074  C3 1.250
5 C -1.328 0.215 0.083  C3 1.513, F6 1.358, H7 1.115, H8 1.194
6 F -1.502 -1.120 -0.097  C5 1.358
7 H -1.758 0.413 1.093  C5 1.115
8 H -1.963 0.904 -0.658  C5 1.194

***

no.,DFT total energy (eV)
1,-7349.71518
2,-9396.64141